[1]
{"formula": "C20H34Br4CoN4O6SeSi2Te", "method": "ωB97M-V with the def2-TZVPD basis set", "elements": ["C", "Te", "C", "C", "C", "H", "H", "O", "H", "N", "H", "Co", "Br", "C", "C", "N", "C", "H", "C", "C", "C", "H", "H", "Br", "H", "H", "C", "N", "N", "Br", "H", "O", "H", "H", "O", "C", "H", "H", "H", "H", "C", "H", "H", "O", "H", "H", "H", "Si", "H", "H", "C", "C", "C", "Se", "H", "H", "H", "H", "H", "Br", "H", "C", "H", "C", "H", "H", "H", "Si", "O", "O", "C", "C", "H"], "coordinates": [[3.4875, 4.6737, -2.7029], [1.2917, 1.3090, 0.2974], [-1.6264, 4.8062, 1.0544], [-0.2223, 2.1279, 1.6401], [-1.9881, -1.4356, 0.7016], [0.8834, 1.6696, -3.1917], [0.2768, 2.8361, 2.3030], [2.2995, -1.4413, -0.3281], [3.5317, 0.8012, -1.5810], [-1.3324, -2.4981, -0.0804], [-3.4584, 1.2440, 1.4308], [0.7358, -2.6040, 0.5879], [4.1213, -2.0472, 5.3716], [-2.0484, -3.7655, 0.1535], [4.4798, -2.0937, 2.5314], [-3.4616, -3.6522, -0.2288], [2.2725, -1.4985, 3.2861], [2.4056, 3.8375, 0.2349], [-1.7768, 2.6049, -1.0790], [1.8359, -1.3302, 1.9709], [3.9784, 1.7407, -1.9221], [-1.9683, -4.0266, 1.2078], [-1.4884, 1.5743, -1.2921], [6.2695, -2.5277, 2.9238], [-2.4456, 5.3210, 0.5455], [0.6663, 3.3709, -3.6179], [2.7561, -1.5943, 0.8769], [-2.8429, -2.0205, -1.9211], [-3.3992, -1.2905, 0.3310], [1.0016, -1.1603, 4.6356], [-4.5795, -3.1819, -1.9343], [1.0656, -4.4091, -0.3513], [4.7165, 2.0399, -1.1744], [4.2711, 4.9879, -2.0097], [2.8096, -4.6536, 1.6854], [4.0684, -1.9552, 1.2131], [0.8612, 3.9269, -0.6117], [-1.6898, 5.0509, 2.1176], [-0.9129, -1.2219, -1.6918], [-3.3915, 2.5640, 2.6022], [1.4106, 2.5848, -3.4677], [4.5092, 1.5319, -2.8533], [-0.6866, 5.2156, 0.6772], [0.6263, -0.8807, 1.6703], [1.9094, 2.4117, -4.4244], [-4.1897, 2.8071, 1.0470], [-0.5187, 1.2633, 2.2365], [2.6514, 3.0632, -2.1176], [-1.9116, -1.6804, 1.7612], [-2.7754, 2.7795, -1.4883], [3.5746, -1.8796, 3.5754], [-4.0630, -2.5754, 0.5571], [-1.4421, -2.1597, -1.5063], [1.3133, -4.9902, 1.1935], [2.7647, 5.4899, -2.7780], [-1.5721, -4.5540, -0.4295], [3.9464, 4.5398, -3.6863], [-2.9798, -0.0278, -1.2828], [-5.1196, -2.4791, 0.2866], [5.2646, -2.2358, -0.2106], [-0.9711, -2.9523, -2.0896], [1.7662, 3.3285, -0.4907], [-3.0738, -4.0775, -2.2386], [-3.4707, -0.9846, -1.0981], [-3.9903, -2.8307, 1.6163], [-1.4654, -0.4936, 0.5259], [-4.5238, -0.9045, -1.3861], [-1.6985, 2.9212, 0.7888], [0.2375, -4.0391, 2.0492], [0.9650, -6.5544, 1.2994], [-3.3391, 2.3254, 1.5370], [-3.5292, -3.2838, -1.6422], [-1.0719, 3.2423, -1.6154]], "spin_multiplicity": 2, "de_lowest_kj_mol": 147.1, "charge": -2, "s2": 0.8009, "fmax_ev_per_a": 1.8, "gap_ha": [0.197, 0.208]}

[2]
{"formula": "C4H13N2O4PS", "method": "ωB97M-V with the def2-TZVPD basis set", "elements": ["O", "O", "H", "H", "H", "S", "O", "H", "C", "H", "H", "H", "C", "H", "C", "H", "N", "H", "H", "P", "N", "H", "C", "O", "H"], "coordinates": [[-1.7193, -0.8835, -1.9821], [-1.9421, 1.8120, 1.9297], [-3.2774, -2.5876, 1.1403], [-3.0892, -1.1038, 0.7095], [1.3717, 2.3306, 0.6836], [-1.0258, 2.1332, 0.6053], [-1.3142, 0.3548, 0.1370], [3.9999, -0.8978, -1.1583], [0.4630, 2.2693, 1.2542], [1.9339, 0.0761, 0.9779], [-1.4823, -0.9321, -2.9078], [1.9442, 0.1952, -2.1784], [2.6180, 0.2610, 0.0229], [-3.7679, -1.5197, 2.0887], [3.1755, -1.0324, -0.5485], [3.0075, 1.2213, -0.1174], [-3.7584, -1.7272, 1.1251], [0.7264, 1.5977, 2.1140], [0.3813, -1.5679, -0.2420], [-0.6732, 0.0477, -1.2934], [0.6204, -1.0007, -1.0377], [3.1607, -1.8913, 0.0793], [1.9476, -0.4094, -1.2128], [-0.3627, 1.3230, -2.0266], [-2.9377, 1.9317, 1.8378]], "de_lowest_kj_mol": 236.6, "fmax_ev_per_a": 4.2, "gap_ha": 0.342}

[3]
{"formula": "C43H35NO7", "method": "ωB97M-V with the def2-TZVPD basis set", "elements": ["H", "H", "C", "C", "C", "H", "H", "H", "C", "H", "H", "H", "C", "C", "H", "C", "C", "C", "C", "C", "H", "H", "H", "C", "H", "C", "C", "O", "C", "C", "C", "H", "C", "H", "C", "N", "C", "H", "C", "C", "O", "C", "H", "C", "C", "C", "C", "C", "C", "H", "C", "H", "C", "C", "C", "H", "H", "C", "C", "C", "O", "H", "O", "O", "H", "C", "H", "H", "O", "C", "H", "C", "H", "H", "H", "O", "H", "H", "C", "H", "C", "H", "C", "C", "H", "H"], "coordinates": [[1.2926, 2.9396, 1.6188], [1.2272, -0.2097, -0.5252], [-3.7479, -2.9261, -0.6236], [-4.4313, -1.2892, -3.9512], [2.6754, 4.4030, 0.8236], [-3.3226, 0.2174, -5.3656], [-4.0871, 2.4553, -3.9751], [-5.1554, -1.8443, -4.7208], [2.5523, -7.5975, 3.5724], [8.2759, 4.4299, 2.7866], [-3.1801, -3.2944, -4.0405], [-5.4472, 2.5439, -2.0197], [-5.2484, 1.4123, -2.3021], [-2.7201, -1.8000, -1.2307], [3.8205, -1.3359, 2.7127], [-1.3432, 0.7534, -0.4510], [4.1710, 6.0936, -0.2328], [-3.0254, -2.1333, -3.9609], [3.0596, -3.9260, 2.8734], [-2.2064, 0.9752, 1.9455], [0.2792, -2.4970, -0.5745], [-1.2159, -2.7027, -2.6972], [-5.1840, 0.4862, -5.2410], [5.1102, 4.6127, 1.5376], [8.6252, 6.1954, 1.0748], [0.5432, 5.2261, -0.7844], [7.4440, 4.7624, 2.1695], [4.3268, 7.0092, -1.0312], [1.7808, 5.8629, -0.8865], [-4.2212, 0.2329, -4.5837], [1.4346, 3.7613, 0.9188], [-0.2870, 5.5507, -1.4079], [3.0453, -1.5976, 1.9947], [3.8808, -6.0693, 4.3046], [-7.1760, 0.0016, -1.7796], [-1.1434, 1.4033, 0.9295], [-3.9164, -1.4905, 1.9267], [6.0382, 3.4112, 3.0823], [1.5858, -0.9594, 0.1767], [0.3726, 4.1701, 0.1104], [3.6164, 3.0994, 2.5348], [-4.0546, 1.4064, -3.4499], [-2.4455, -1.7974, -4.9488], [1.5009, -7.9007, 2.7078], [6.5691, 6.1889, 0.4247], [3.0619, -6.2984, 3.6245], [2.8529, 5.4425, -0.0886], [5.3000, 5.6196, 0.5924], [2.5737, -0.6314, 1.1049], [1.0988, -8.9109, 2.6722], [2.5253, -2.8980, 1.9570], [2.9816, 0.3766, 1.1324], [-2.8849, -0.3722, 1.3022], [0.9392, -4.5763, 1.0212], [0.9670, -6.9095, 1.8829], [-6.7411, 0.0929, -0.6952], [-4.3062, -1.3865, 3.0457], [1.5202, -3.2192, 1.0455], [1.4866, -5.6089, 1.9232], [7.6394, 5.7557, 1.2103], [-2.5169, 1.5178, 3.1293], [-0.2023, 1.2081, 1.3465], [-6.5358, 0.8709, -2.7810], [3.9400, -3.6438, 3.6769], [-8.3270, 0.2205, -1.7348], [1.0539, -2.2496, 0.1494], [-4.0527, -3.8584, -1.2724], [-1.3971, -0.8402, -2.9218], [-0.7601, 1.2754, -1.5328], [3.7878, 3.9757, 1.6953], [-5.0487, -3.5930, 1.3799], [-4.3356, -2.7608, 0.9335], [1.9081, 6.6829, -1.5911], [-7.0591, -1.1246, -2.1396], [0.1495, -7.1548, 1.2069], [0.0183, -4.8430, 0.2577], [-0.5884, 3.6654, 0.1808], [-3.0031, 1.2970, -2.9440], [-2.0140, -1.8152, -2.7101], [6.7294, 6.9671, -0.3198], [6.1821, 4.1897, 2.3348], [-4.7983, 0.8169, -1.3743], [2.5242, -5.3001, 2.8016], [-2.3239, -0.5421, -0.2300], [2.9748, -8.3724, 4.2084], [-4.9880, -1.2990, -2.9219]], "smiles": "COCCCCCCc1cccc2c1C(=O)NC2=O.O=C1c2ccccc2C(=O)c2ccccc21.O=C1c2ccccc2C(=O)c2ccccc21", "fmax_ev_per_a": 8.8, "gap_ha": 0.279}

[4]
{"formula": "C6H12N3", "method": "ωB97M-V with the def2-TZVPD basis set", "elements": ["C", "H", "H", "H", "H", "N", "H", "H", "C", "H", "N", "H", "C", "C", "N", "C", "H", "H", "H", "C", "H"], "coordinates": [[-2.4215, 1.3725, -0.7373], [1.9210, 1.4333, -0.7345], [-3.1369, 1.9694, -1.1138], [-1.9134, -1.0585, 2.4615], [1.7626, -0.5931, 2.0297], [-2.7478, 0.4889, 0.2803], [1.9505, 0.2039, -1.9480], [1.3383, 1.0365, 1.2945], [1.9213, -0.4055, -0.0452], [-0.3783, 1.5957, -1.5650], [-0.7023, 0.0574, -0.3084], [-0.8072, -2.0783, 1.2936], [-1.6874, -0.3250, 0.4429], [1.8510, 0.1519, 1.3258], [2.0989, 0.4714, -1.0191], [-1.6668, -1.4269, 1.4221], [-3.5409, 0.7257, 0.8567], [2.9126, 0.4210, 1.4324], [2.2038, -1.3742, -0.2175], [-1.1531, 1.1192, -1.0651], [-2.4823, -2.0516, 1.2619]], "de_lowest_kj_mol": 200.8, "charge": 1, "fmax_ev_per_a": 4.4, "gap_ha": 0.288}

[5]
{"formula": "C5H11N", "method": "ωB97M-V with the def2-TZVPD basis set", "elements": ["H", "H", "H", "H", "C", "H", "C", "H", "H", "H", "C", "H", "C", "N", "C", "H", "H"], "coordinates": [[-2.3304, -1.6562, 1.0236], [1.1557, -1.1556, -0.1999], [-0.8498, 1.3371, 1.3800], [2.9298, -0.5449, -1.8531], [1.5252, -0.1376, -0.3229], [3.5798, -0.6181, -0.1854], [-1.5092, 0.0122, -0.0344], [-1.0382, -0.6651, -0.7522], [-2.9900, -0.1992, 1.6477], [-3.4943, -0.7602, 0.0649], [-2.6356, -0.6438, 0.7196], [-1.9382, 0.7882, -0.7623], [0.7822, 0.8359, 0.2376], [-0.4577, 0.6107, 0.8059], [2.9320, -0.0601, -0.8661], [3.3202, 0.9413, -1.0356], [1.0183, 1.9154, 0.1328]], "de_lowest_kj_mol": 112.1, "smiles": "C/C=C/NCC", "fmax_ev_per_a": 2.0, "gap_ha": 0.332}

[6]
{"formula": "C13H13NO4", "method": "ωB97M-V with the def2-TZVPD basis set", "elements": ["O", "O", "H", "H", "C", "C", "C", "C", "H", "H", "H", "H", "C", "C", "O", "C", "N", "H", "C", "H", "O", "H", "H", "H", "C", "H", "C", "C", "C", "C", "H"], "coordinates": [[-0.4792, -1.7351, 1.9063], [1.5489, -0.7948, -0.8280], [3.5479, -1.2890, -0.6982], [3.0685, -0.4253, -2.1720], [-2.2246, 2.3446, 0.1310], [-0.8711, -0.8910, 1.1433], [2.9191, -0.4812, -1.0882], [4.6887, 1.2467, -0.6560], [-2.4576, 2.8025, -0.8176], [2.5673, 1.6095, -0.8126], [-2.8312, 4.0174, 1.3195], [3.0465, 0.7527, 0.6536], [1.1057, -1.9630, -1.2784], [-0.3698, -2.1641, -0.9321], [1.7665, -2.7656, -1.8771], [-1.3763, 0.1083, -0.8909], [-0.9226, -1.0330, -0.2388], [-1.3750, 0.6568, 3.5481], [3.2392, 0.8458, -0.4167], [-2.2996, 2.9635, 3.4637], [-1.4707, 0.2261, -2.0847], [-0.9213, -2.3260, -1.8625], [4.9014, 2.1950, -0.1700], [4.8852, 1.3527, -1.7201], [-1.7087, 1.0670, 0.1900], [5.3642, 0.4947, -0.2556], [-2.4303, 3.0149, 1.3333], [-1.6107, 1.1278, 2.6067], [-1.4049, 0.4650, 1.4149], [-2.1293, 2.4181, 2.5476], [-0.4565, -3.0495, -0.2958]], "de_lowest_kj_mol": 0.0, "smiles": "CCCOC(=O)CN1C(=O)c2ccccc2C1=O", "fmax_ev_per_a": 0.7, "gap_ha": 0.346}

Number 1: E -445729.799 eV. Number 2: E -35651.814 eV. Number 3: E -60969.628 eV. Number 4: E -10879.236 eV. Number 5: E -6852.367 eV. Number 6: E -23373.472 eV.